[1]
Density functional theory data (wB97M-V/def2-TZVPD) for a structure of composition C38H32N9O4PtS2 in a non-equilibrium geometry.

Output
net charge = -1
frontier orbital gap = 6.0 eV
M = 937.9 g mol⁻¹
energy above the lowest of the compared OMol25 structures with the same formula, charge and spin = 20.4 kcal/mol
HOMO energy = -3.71 eV
total energy = -86449.95092 eV
F_max = 1.35 eV/Å

Positions of all 86 atoms, in Å:
Pt1 -1.02 0.17 0.62
N1 0.75 2.16 2.75
C1 0.07 2.82 1.77
N2 -0.94 2.32 1.12
C2 -1.55 3.28 0.32
C3 -0.94 4.48 0.32
S1 0.42 4.47 1.39
C4 -2.87 3.02 -0.27
C5 -3.36 3.49 -1.43
S2 -5.00 2.98 -1.62
C6 -4.89 2.18 -0.08
N3 -3.75 2.29 0.50
N4 -5.97 1.56 0.50
H1 0.67 1.15 2.69
H2 1.68 2.50 2.96
H3 -1.22 5.37 -0.21
H4 -2.85 4.02 -2.22
H5 -6.59 1.09 -0.13
H6 -5.68 0.98 1.29
C7 -5.12 -3.14 2.11
N5 -4.66 -2.17 1.14
C8 -5.10 -2.17 -0.15
C9 -4.62 -1.30 -1.05
C10 -3.49 -0.45 -0.68
O1 -2.92 0.25 -1.51
N6 -3.08 -0.48 0.64
C11 -3.73 -1.21 1.59
O2 -3.59 -1.08 2.79
H7 -5.91 -3.75 1.66
H8 -5.50 -2.64 3.00
H9 -4.30 -3.79 2.42
H10 -5.88 -2.89 -0.38
H11 -4.98 -1.27 -2.06
O3 1.83 -1.46 1.74
C12 2.02 -0.55 0.97
N7 3.27 -0.15 0.54
C13 3.23 1.03 -0.29
C14 1.68 1.23 -0.37
O4 1.19 2.14 -1.01
N8 1.07 0.29 0.39
C15 3.85 0.78 -1.65
C16 3.09 0.25 -2.68
C17 3.67 -0.01 -3.92
C18 5.01 0.26 -4.13
C19 5.79 0.77 -3.10
C20 5.21 1.02 -1.86
C21 3.79 2.27 0.40
C22 4.15 2.26 1.74
C23 4.59 3.42 2.37
C24 4.67 4.61 1.66
C25 4.30 4.63 0.31
C26 3.87 3.47 -0.31
H12 4.08 -0.70 0.72
H13 2.04 0.03 -2.52
H14 3.06 -0.42 -4.72
H15 5.46 0.06 -5.10
H16 6.84 0.96 -3.25
H17 5.82 1.41 -1.05
H18 4.10 1.33 2.29
H19 4.87 3.39 3.41
H20 5.00 5.52 2.14
H21 4.36 5.55 -0.25
H22 3.57 3.49 -1.35
C27 -1.45 -4.64 3.22
C28 -1.60 -4.98 1.89
C29 -1.38 -4.05 0.89
C30 -0.99 -2.73 1.19
C31 -0.88 -2.40 2.55
C32 -1.10 -3.34 3.54
N9 -0.79 -1.78 0.19
C33 -0.22 -2.13 -1.03
C34 0.60 -3.25 -1.20
C35 1.19 -3.53 -2.42
C36 0.97 -2.72 -3.53
C37 0.16 -1.60 -3.37
C38 -0.41 -1.29 -2.14
H23 -1.61 -5.38 4.00
H24 -1.91 -5.99 1.61
H25 -1.54 -4.32 -0.15
H26 -0.64 -1.38 2.81
H27 -0.99 -3.04 4.58
H28 0.83 -3.88 -0.35
H29 1.83 -4.40 -2.51
H30 1.42 -2.95 -4.49
H31 -0.02 -0.94 -4.21
H32 -1.02 -0.40 -2.03

=====

[2]
Density functional theory data (wB97M-V/def2-TZVPD) for the molecule C23H20N4O5S in a non-equilibrium geometry.

Output
SMILES string = CC(=O)c1cccc(NC(=O)CN(c2ccc(C)cc2)S(=O)(=O)c2cccc3nonc23)c1
net charge = 0
frontier orbital gap = 7.1 eV
M = 464.5 g mol⁻¹
energy above the lowest of the compared OMol25 structures with the same formula, charge and spin = 85.0 kcal/mol
HOMO energy = -8.60 eV
total energy = -51206.36143 eV
F_max = 1.80 eV/Å

Positions of all 53 atoms, in Å:
C1 4.77 -4.36 2.36
C2 3.47 -5.06 2.68
O1 3.45 -6.23 3.00
C3 2.23 -4.25 2.59
C4 2.22 -2.92 2.18
C5 1.02 -2.22 2.12
C6 -0.17 -2.85 2.46
C7 -0.17 -4.18 2.86
C8 1.02 -4.88 2.93
H1 1.05 -5.91 3.24
H2 -1.09 -4.66 3.13
H3 -1.10 -2.30 2.41
N1 0.95 -0.88 1.72
C9 1.94 -0.06 1.33
O2 3.12 -0.34 1.26
C10 1.44 1.36 0.98
N2 0.15 1.34 0.35
C11 -0.04 1.11 -1.02
C12 -1.18 0.44 -1.45
C13 -1.44 0.30 -2.80
C14 -0.58 0.81 -3.76
C15 0.57 1.46 -3.32
C16 0.84 1.62 -1.98
H4 1.73 2.15 -1.68
H5 1.26 1.86 -4.05
C17 -0.86 0.65 -5.22
H6 -1.89 0.33 -5.39
H7 -0.69 1.58 -5.75
H8 -0.19 -0.10 -5.65
H9 -2.34 -0.23 -3.11
H10 -1.85 0.01 -0.72
S1 -1.19 1.59 1.30
O3 -1.86 0.35 1.58
O4 -0.78 2.37 2.43
C18 -2.25 2.57 0.24
C19 -3.59 2.35 0.18
C20 -4.46 3.12 -0.63
C21 -3.99 4.14 -1.42
C22 -2.61 4.40 -1.38
N3 -1.85 5.28 -2.00
O5 -0.61 5.07 -1.59
N4 -0.50 4.09 -0.71
C23 -1.73 3.62 -0.53
H11 -4.63 4.73 -2.05
H12 -5.51 2.89 -0.63
H13 -4.00 1.54 0.77
H14 2.19 1.85 0.36
H15 1.33 1.92 1.91
H16 0.01 -0.51 1.73
H17 3.13 -2.42 1.91
H18 5.59 -5.05 2.48
H19 4.90 -3.50 3.02
H20 4.75 -3.99 1.33

=====

[3]
Density functional theory data (wB97M-V/def2-TZVPD) for a structure of composition C24H43ClP2Pt in a non-equilibrium geometry.

Output
spin multiplicity = 5
net charge = +2
frontier orbital gap (alpha / beta) = 6.2 / 5.0 eV
⟨S²⟩ = 6.038
M = 624.1 g mol⁻¹
energy above the lowest of the compared OMol25 structures with the same formula, charge and spin = 35.2 kcal/mol
HOMO energy (alpha / beta) = -11.84 / -13.68 eV
total energy = -59909.42584 eV
F_max = 4.45 eV/Å

Positions of all 71 atoms, in Å:
Pt1 -0.15 -3.56 0.48
C1 1.82 0.90 0.22
C2 1.42 0.17 -0.94
C3 0.01 1.95 -0.68
C4 0.96 2.03 0.34
C5 0.23 0.77 -1.42
C6 2.97 0.63 1.09
H1 3.46 -0.32 0.88
H2 2.68 0.61 2.16
H3 3.73 1.42 0.99
C7 1.18 3.16 1.28
H4 1.67 2.81 2.19
H5 0.22 3.64 1.53
H6 1.82 3.92 0.81
C8 -0.95 3.04 -1.04
H7 -0.42 3.91 -1.46
H8 -1.50 3.40 -0.15
H9 -1.67 2.69 -1.80
C9 -0.59 0.30 -2.56
H10 -0.42 0.93 -3.44
H11 -1.66 0.35 -2.33
H12 -0.36 -0.72 -2.85
C10 2.21 -0.85 -1.63
H13 2.79 -0.40 -2.44
H14 1.55 -1.62 -2.08
H15 2.90 -1.35 -0.95
C11 -0.44 -5.04 1.83
C12 1.06 -4.99 2.21
C13 1.97 -5.94 1.44
C14 1.53 -6.11 -0.01
C15 0.60 -5.08 -0.58
C16 -0.74 -5.50 -0.87
C17 -1.51 -6.46 -0.04
C18 -0.99 -6.39 1.41
H16 2.03 -6.95 1.90
H17 1.07 -7.09 -0.19
H18 3.01 -5.59 1.41
H19 -0.23 -7.17 1.56
H20 -1.10 -4.63 2.62
H21 1.16 -5.16 3.28
H22 -1.84 -6.61 2.05
H23 -2.59 -6.26 -0.09
H24 -1.02 -5.47 -1.93
H25 -1.49 -7.51 -0.42
H26 2.39 -6.08 -0.67
H27 1.06 -4.36 -1.29
P1 1.72 -3.22 1.91
C19 1.35 -2.62 3.61
C20 3.55 -3.13 1.57
P2 -2.69 -2.21 -1.56
C21 -2.12 -3.30 -0.14
C22 -1.86 -3.20 -2.92
C23 -4.35 -2.94 -1.22
H28 0.35 -2.17 3.54
H29 2.10 -1.86 3.89
H30 1.35 -3.45 4.33
H31 3.72 -3.20 0.48
H32 4.13 -3.94 2.07
H33 3.93 -2.15 1.92
H34 -4.30 -4.01 -0.97
H35 -5.05 -2.74 -2.01
H36 -4.66 -2.42 -0.31
H37 -2.68 -3.03 0.79
H38 -2.49 -4.30 -0.43
H39 -1.51 -2.46 -3.65
H40 -2.54 -3.89 -3.42
H41 -0.98 -3.74 -2.57
Cl1 -0.38 -0.30 2.39
C24 -0.95 -1.31 1.12
H42 -0.77 -0.79 0.18
H43 -2.02 -1.35 1.34